Record 1
The following is a DFT calculation (ωB97M-V/def2-TZVPD) of an isolated ion of composition C4H6NO and charge +1.

SMILES = C1=C2O[C@@H]2[NH2+]C1
total charge = +1
ΔE to the lowest compared entry with this formula, charge and spin = 419.09 kJ/mol

```
12
Properties=species:S:1:pos:R:3:forces:R:3:lowdin_charge:R:1
C -0.46256 0.01366 1.28941 -1.7 0.1 0.8 0.02
C -1.24719 -0.51290 0.32924 1.3 1.8 1.4 -0.20
O -1.37667 -1.61716 -0.37213 -0.9 -3.2 -1.4 0.20
C -0.80642 -0.55595 -1.03109 2.3 1.4 2.1 -0.03
N 0.82239 -0.11340 -0.66137 0.3 -2.3 -0.2 0.13
C 0.51804 0.82223 0.47615 2.4 0.7 2.8 -0.14
H -0.59265 -0.06769 2.39708 0.6 0.0 -1.3 0.15
H -1.13039 -0.11064 -1.91638 -0.5 0.2 -1.4 0.16
H 1.41426 0.27986 -1.41211 -0.7 0.0 0.1 0.18
H 1.35488 -0.99560 -0.33951 -1.1 1.6 -0.3 0.22
H 0.04485 1.69405 0.08376 0.0 0.8 -0.5 0.12
H 1.46145 1.16356 1.15695 -2.0 -1.0 -2.0 0.20
```
Positions in Å, forces in eV/Å.


Record 2
The following is a DFT calculation (ωB97M-V/def2-TZVPD) of a 15-piece molecular cluster, C34H99BClF4N4O21P2 overall.

total charge = +1

```
166
Properties=species:S:1:pos:R:3:forces:R:3:lowdin_charge:R:1
C -1.96632 -0.11836 4.92151 -0.9 0.0 0.2 -0.13
C -3.25309 -0.48461 3.93278 1.9 -0.2 -0.6 -0.21
C -3.31346 0.68665 2.73955 -0.4 -0.6 1.1 -0.19
C -2.59159 0.03991 1.43352 0.1 -0.7 1.0 -0.13
C -2.62947 0.98653 0.02858 -1.7 0.7 5.8 -0.33
N -4.06838 1.11859 -0.00269 0.7 -3.0 -0.4 -0.10
C -5.06386 2.00392 -0.42919 -5.1 2.4 -1.5 -0.33
C -4.90552 3.25278 -1.44091 -1.2 -0.1 -0.9 -0.12
C -1.88893 2.33734 0.54188 2.7 -1.4 -0.3 -0.27
P -2.77924 3.79657 1.32403 -2.3 2.5 1.4 0.78
O -4.22870 3.52480 2.21933 0.8 0.2 -0.7 -0.40
Cl -1.46427 4.35541 2.98746 -0.6 -1.0 -0.8 0.22
C -0.96422 3.19798 -0.55307 0.1 3.1 0.7 -0.40
N 0.20024 3.87727 0.20508 -0.9 -1.5 -0.4 0.05
O -1.68087 4.45551 -0.97973 1.7 -0.9 -0.9 -0.18
C -0.54241 2.43331 -1.92236 0.7 1.6 -0.9 -0.17
C 0.91549 3.08364 -2.33863 1.7 0.3 -1.1 -0.04
C -1.44350 2.94211 -3.21470 -3.5 -2.2 -0.4 -0.13
O -1.01486 4.17207 -3.87680 -4.0 1.6 -1.4 -0.08
C -2.17967 4.80414 -4.55190 0.8 0.8 -0.8 -0.19
F -2.97528 3.81969 -5.37589 2.4 3.4 3.1 0.03
F -1.63997 5.79445 -5.55616 -1.9 -3.5 3.8 0.04
F -3.04781 5.56842 -3.58923 2.8 -3.0 -3.7 0.04
C -0.56441 0.83139 -1.59471 4.2 1.2 -0.2 -0.24
C 0.62153 0.57938 -0.43509 0.0 0.0 2.5 -0.04
C 1.78503 -0.49829 -0.73460 1.1 0.3 2.5 -0.09
F 2.99681 0.23103 -1.26782 -2.6 -1.7 0.5 -0.13
O -0.09719 -0.07931 -2.58616 -1.3 0.5 1.3 -0.14
C 0.42688 0.15408 -3.83926 1.4 -1.2 -6.1 -0.14
C 1.99702 -0.35383 -4.15910 0.9 1.1 -0.3 -0.28
C 3.01648 0.95824 -4.35270 0.3 -0.6 0.4 -0.07
O 2.04633 -1.04731 -5.48981 1.0 0.1 2.2 -0.12
N -1.93886 0.25677 -1.15449 0.7 -1.0 -0.6 -0.07
B -1.68719 -1.21162 -1.06583 2.4 -6.9 0.1 -0.54
N -0.94908 -2.04860 0.01708 -1.0 1.3 0.4 0.11
O -1.95571 -2.28250 -2.10292 0.8 3.5 0.0 0.01
P -3.20557 0.33674 -2.46664 -3.6 1.4 -4.0 1.10
C -4.64506 -0.95895 -2.18876 -0.1 -1.7 0.3 -0.20
O -2.67179 -0.18048 -4.03504 -0.5 0.5 1.3 -0.30
H -1.07756 0.39031 4.32624 -1.9 -1.1 1.1 0.08
H -2.35454 0.64876 5.71918 0.9 -1.4 -1.5 0.09
H -1.56924 -1.05989 5.49414 -0.8 2.0 -1.2 0.07
H -4.26502 -0.60654 4.50407 2.0 0.4 -1.1 0.11
H -2.96321 -1.52802 3.43209 -1.0 2.1 1.0 0.11
H -4.45744 0.95456 2.60826 2.6 -0.3 -0.1 0.12
H -2.69641 1.59159 3.18155 -1.5 -1.6 -1.1 0.08
H -1.52409 -0.22288 1.79206 -1.6 0.4 -0.9 0.11
H -3.17870 -0.98021 1.32313 1.1 1.9 -0.4 0.12
H -4.59929 0.24537 0.30867 1.6 1.6 -0.3 0.13
H -5.88671 1.33555 -1.00499 1.7 1.4 1.1 0.12
H -5.73128 2.40241 0.48287 1.8 -0.8 -1.6 0.13
H -5.99877 3.72937 -1.55078 2.4 -1.2 0.4 0.11
H -4.69295 2.80986 -2.52075 0.0 1.3 2.3 0.06
H -4.22673 4.13681 -1.12810 -0.8 -1.8 -0.6 0.05
H -1.07310 1.96442 1.33887 -1.8 0.8 -1.8 0.12
H -4.84376 4.32566 2.17152 1.6 -1.4 -0.2 0.09
H 0.56978 3.29337 0.97030 -0.3 0.7 -0.5 0.07
H -0.07793 4.81701 0.55661 0.0 -1.4 -0.2 0.08
H -0.98189 5.06567 -1.40767 -1.4 -1.6 0.9 0.14
H 0.95538 4.27371 -2.22648 -0.5 -2.9 -0.1 0.12
H 1.84645 2.69488 -1.76503 -1.9 0.5 -0.7 0.09
H 1.20635 2.93848 -3.48797 -1.1 0.2 2.6 0.08
H -1.51602 2.12983 -4.08753 0.7 1.5 2.2 0.13
H -2.59582 3.10780 -2.94810 2.7 -0.5 0.0 0.10
H 1.21033 1.53590 -0.11813 -1.2 -1.5 -1.2 0.12
H 0.15972 0.26543 0.62137 0.7 0.4 -2.5 0.12
H 2.17375 -0.85814 0.34178 -0.9 0.9 -2.4 0.16
H 1.53870 -1.48533 -1.28139 0.6 2.2 0.2 0.12
H 0.38675 1.19050 -4.37483 -0.3 -1.6 1.9 0.14
H -0.17113 -0.55089 -4.60895 1.1 1.5 1.8 0.16
H 2.38837 -1.12921 -3.37922 -0.7 1.7 -1.1 0.14
H 3.05401 1.65353 -3.41342 0.0 -1.5 -1.7 0.06
H 2.70932 1.61135 -5.28658 0.4 -1.5 1.8 0.10
H 4.09947 0.51501 -4.53535 -2.2 1.0 0.3 0.10
H 2.95717 -1.49035 -5.47146 -1.8 0.7 -0.1 0.09
H -1.65489 -2.74520 0.40373 1.5 1.0 -0.7 0.11
H -0.14154 -2.55747 -0.40126 -1.2 0.3 0.4 0.08
H -1.05316 -2.52258 -2.47464 -1.7 0.3 0.6 0.13
H -5.69030 -0.41958 -2.38274 2.6 -0.9 0.4 0.08
H -4.66702 -1.39567 -1.10846 0.0 0.8 -1.8 0.04
H -4.53033 -1.89688 -2.91866 -0.1 2.3 1.5 0.09
H -3.03743 0.45331 -4.71949 0.6 -0.7 1.4 0.09
C 6.41199 -0.03393 -0.30201 -0.1 0.1 -0.1 -0.17
O 5.57948 -1.14627 -0.02992 -0.6 -0.3 0.0 -0.14
H 7.37841 -0.18608 0.18425 -0.2 -0.1 -0.1 0.07
H 6.55957 0.05668 -1.38090 0.2 0.2 0.0 0.08
H 5.94805 0.87427 0.09065 0.2 0.2 -0.1 0.08
H 4.72991 -0.98282 -0.47377 0.5 0.0 0.2 0.04
C 1.61199 6.25244 5.22754 -0.2 0.1 -0.1 -0.17
O 0.77948 5.14009 5.49963 -0.5 -0.2 -0.1 -0.16
H 2.57841 6.10028 5.71379 -0.2 -0.1 -0.1 0.08
H 1.75957 6.34304 4.14865 0.2 0.2 0.0 0.07
H 1.14805 7.16064 5.62019 0.2 0.2 -0.1 0.08
H -0.07009 5.30355 5.05577 0.5 -0.2 0.3 0.01
C -1.66877 -1.14598 8.65114 0.1 0.0 0.2 -0.16
O -0.79048 -0.94874 7.55838 0.5 0.3 0.0 -0.16
H -2.29629 -2.01733 8.44982 0.1 0.1 -0.1 0.08
H -1.08773 -1.32020 9.56000 -0.3 0.0 0.1 0.06
H -2.30235 -0.26413 8.77433 -0.1 -0.1 0.2 0.08
H -0.24698 -0.16952 7.76552 -0.2 -0.5 -0.1 0.09
C -5.76091 -3.44602 1.00997 -0.3 -0.4 0.2 -0.16
O -5.81080 -2.18074 1.64320 -0.2 0.7 0.3 -0.15
H -4.89419 -3.47690 0.34560 0.0 0.0 0.1 0.07
H -5.66603 -4.22934 1.76588 0.1 -0.1 -0.3 0.07
H -6.67131 -3.59780 0.42483 0.1 -0.2 -0.2 0.08
H -6.58937 -2.18311 2.22570 0.5 0.1 -0.3 0.09
C 0.50940 0.12283 12.22289 0.1 0.2 0.3 -0.15
O -0.06759 0.66344 11.04847 -0.4 0.5 -0.4 -0.15
H 0.94370 -0.85200 11.98909 -0.1 0.2 -0.1 0.08
H 1.29394 0.79137 12.58558 0.0 -0.3 0.2 0.05
H -0.26268 0.00151 12.98671 0.1 -0.1 0.2 0.08
H -0.44460 1.52747 11.28683 0.2 -0.5 -0.2 0.08
C -4.29377 -6.71922 0.84181 0.0 -0.1 0.0 -0.17
O -4.35305 -6.12987 2.12772 0.5 0.1 0.6 -0.15
H -5.20623 -6.47082 0.29473 0.2 -0.1 0.1 0.06
H -3.42893 -6.32831 0.30031 0.0 -0.1 -0.3 0.08
H -4.21503 -7.80470 0.94076 0.0 0.0 -0.3 0.08
H -3.53083 -6.36747 2.58923 -0.6 0.2 -0.1 0.09
C -5.18283 -8.08003 -2.89283 0.0 0.0 -0.2 -0.16
O -5.82875 -7.08649 -2.11818 -0.3 0.6 0.0 -0.14
H -4.78968 -8.85079 -2.22579 -0.1 0.2 0.0 0.08
H -5.90114 -8.52982 -3.58255 0.2 -0.2 -0.1 0.08
H -4.35849 -7.62937 -3.45106 0.1 -0.2 -0.1 0.08
H -6.16694 -6.41676 -2.73672 0.1 -0.4 0.4 0.08
C 2.13945 6.03366 -4.88888 0.1 0.2 -0.2 -0.14
O 1.30694 4.92132 -4.61679 -0.3 0.0 -0.3 -0.17
H 3.10587 5.88151 -4.40262 -0.1 -0.1 0.0 0.08
H 2.28703 6.12427 -5.96777 0.1 0.3 0.1 0.08
H 1.67551 6.94186 -4.49622 0.2 0.1 -0.2 0.07
H 0.45737 5.08477 -5.06064 0.7 -0.1 0.3 0.05
C 2.13945 9.74443 -6.79042 -0.1 0.2 -0.1 -0.16
O 1.30694 8.63209 -6.51833 -0.6 -0.2 -0.1 -0.15
H 3.10587 9.59228 -6.30416 -0.2 -0.1 0.0 0.08
H 2.28703 9.83504 -7.86931 0.2 0.2 0.0 0.08
H 1.67551 10.65263 -6.39776 0.2 0.1 -0.1 0.08
H 0.45737 8.79554 -6.96218 0.5 -0.2 0.3 0.09
C 3.91794 2.61414 12.93515 0.2 0.0 0.1 -0.16
O 3.37920 1.49164 13.60906 0.2 -0.4 0.3 -0.14
H 3.10601 3.16014 12.44912 0.1 -0.2 0.1 0.08
H 4.41461 3.26888 13.65531 0.0 0.2 -0.2 0.08
H 4.63192 2.27826 12.17906 0.0 0.3 -0.1 0.08
H 4.12248 1.02718 14.03014 -0.5 0.2 -0.2 0.09
C 4.12954 -4.74539 -5.21983 0.0 -0.2 -0.3 -0.16
O 4.57334 -3.41360 -5.40370 0.0 0.8 -0.4 -0.14
H 4.06594 -4.95410 -4.14934 0.1 0.1 -0.2 0.08
H 3.14225 -4.86717 -5.67196 -0.1 -0.2 0.1 0.08
H 4.84104 -5.43453 -5.68148 -0.2 -0.1 0.2 0.07
H 4.62006 -3.25765 -6.36234 0.1 -0.1 0.5 0.09
C 7.66655 0.26855 3.20934 -0.2 0.0 0.1 -0.17
O 7.61666 1.53384 3.84256 -0.3 0.3 0.4 -0.13
H 8.53328 0.23767 2.54496 -0.1 0.1 0.1 0.08
H 7.76143 -0.51477 3.96525 0.0 -0.2 -0.2 0.08
H 6.75615 0.11677 2.62419 0.1 -0.3 -0.1 0.06
H 6.83809 1.53146 4.42506 0.5 0.1 -0.3 0.08
C 6.58369 -8.29599 -5.11501 0.2 -0.2 0.2 -0.15
O 5.38298 -7.70182 -4.65711 -0.4 0.1 0.5 -0.15
H 6.66660 -8.14373 -6.19367 -0.1 0.0 0.2 0.08
H 7.43608 -7.82808 -4.61652 0.2 -0.1 -0.2 0.08
H 6.56584 -9.36747 -4.90085 0.2 0.0 -0.2 0.08
H 5.33698 -7.85304 -3.69768 -0.1 0.1 -0.6 0.09
C 3.05869 -9.85168 -6.02220 0.1 0.1 0.0 -0.17
O 3.93698 -9.65445 -7.11496 0.4 0.3 -0.2 -0.13
H 2.43117 -10.72303 -6.22352 0.2 0.1 -0.1 0.08
H 3.63974 -10.02591 -5.11334 -0.2 0.0 0.2 0.07
H 2.42511 -8.96984 -5.89901 -0.1 -0.1 0.2 0.07
H 4.48048 -8.87522 -6.90782 -0.3 -0.4 -0.1 0.06
```
Positions in Å, forces in eV/Å.


Record 3
The following is a DFT calculation (ωB97M-V/def2-TZVPD) of C6H3AgIO2 as an isolated structure.

total charge = +1

```
13
Properties=species:S:1:pos:R:3:forces:R:3:lowdin_charge:R:1
O 1.80520 -2.22689 -0.42895 -2.6 2.5 -0.5 0.10
C 0.98336 -1.31533 -0.56998 1.3 -0.7 -0.4 -0.30
C 1.49538 0.20552 -0.68974 -2.5 1.8 1.3 0.06
C 0.70352 1.21463 -0.07968 0.4 -2.8 -0.7 0.00
C -0.61078 0.69801 0.66130 0.0 -0.4 -0.4 -0.30
O -1.02330 1.13303 1.77176 0.1 -1.9 -3.7 -0.15
C -1.38339 -0.48882 -0.09169 2.1 -1.5 -0.9 -0.59
I -3.53288 -0.61218 -0.25112 1.5 0.3 0.4 0.89
C -0.59211 -1.50429 -0.69095 -0.4 2.7 1.5 -0.02
H 2.42830 0.48421 -1.26562 -1.1 -0.7 0.9 0.14
H 0.94267 2.31890 -0.12300 -0.3 -1.5 0.3 0.12
H -1.03582 -2.38347 -1.24507 0.7 1.1 0.9 0.13
Ag -0.18015 2.47669 3.00275 0.7 1.2 1.2 0.91
```
Positions in Å, forces in eV/Å.


For the records above, the corresponding HOMO level values read -14.254; -11.086; -12.804 eV.
For the records above, the corresponding orbital gap values read 9.8; 8.1; 7.2 eV.
For the records above, the corresponding max |F| values read 0.0728; 0.1416; 0.0811 Eh/bohr.